# 1
Formula: C32H75N3O6P
Source: OMol25
Level of theory: ωB97M-V/def2-TZVPD

```
117
Properties=species:S:1:pos:R:3:forces:R:3:mulliken_charge:R:1
C 6.7198 0.6363 5.7935 0.064 0.131 0.014 -0.677
C 7.9952 1.4117 5.0558 -1.200 -1.186 -0.267 -0.165
O 7.8806 2.8301 5.4330 -0.041 -0.181 -1.873 -0.410
C 7.4009 3.6668 4.3221 -0.111 0.165 -1.410 -0.646
C 5.9321 3.2526 3.7216 1.027 -0.255 -0.502 0.396
O 4.8586 3.1399 4.7240 0.312 -1.237 -2.782 -0.413
C 3.8603 2.2035 4.1081 -1.780 0.030 0.703 0.102
C 3.1460 2.8261 2.7618 -0.342 1.248 0.043 -0.034
O 1.9337 2.1266 2.3228 2.795 -0.555 0.872 -0.314
C 2.2552 0.7571 1.7979 0.344 -0.601 1.304 -0.880
P 1.9078 0.7933 -0.1212 -3.082 0.744 -0.831 1.671
N 0.2037 1.2795 0.2927 -1.216 0.303 0.964 -0.622
C 1.2774 -1.0003 -0.1558 -1.021 -2.308 -0.340 -0.960
C 2.0370 -2.0711 -1.1083 -1.033 -2.191 0.090 -0.612
C 1.4318 -2.1724 -2.6641 0.043 -0.495 0.731 -0.553
C 2.3963 -1.5521 -3.8164 -1.332 -0.124 -2.073 0.227
N 3.8791 -1.5664 -3.5357 -0.577 0.216 -0.787 -0.549
C 1.3979 1.1281 -1.9735 0.316 0.871 -1.440 0.128
C 0.9384 2.6776 -2.2484 0.164 -0.112 -1.397 -0.565
C -0.4636 2.7326 -3.1254 0.651 -0.334 0.798 -1.055
C -1.7563 2.1124 -2.3268 0.077 -0.384 -0.197 -0.202
C -2.4263 3.1617 -1.2402 -0.844 -1.488 -0.706 -0.274
C -4.0833 3.0241 -1.3889 -0.267 0.660 0.284 -0.656
C -4.7544 2.0109 -0.2835 0.126 0.128 -1.134 -0.352
C -6.3889 2.0674 -0.4666 -0.057 0.021 0.894 -0.575
C -7.2233 1.3322 0.7568 -0.492 0.730 -0.860 -0.371
O -6.8409 -0.0736 0.9856 -1.995 1.121 1.065 -0.336
C -7.9797 -0.6752 1.7300 -0.218 -0.597 0.080 -0.394
N 3.5759 0.3948 -0.5409 5.196 4.461 1.341 -0.298
C 4.4573 1.4245 -0.5133 -1.146 -3.568 0.122 0.140
C 5.6988 1.2924 0.6020 0.912 -0.373 -1.946 -0.911
C 4.5386 2.7366 -1.4890 -0.153 1.400 0.860 -0.855
H 5.9843 0.1583 4.9928 1.728 0.837 1.763 0.111
H 7.1318 -0.1703 6.5374 -0.958 1.390 -1.504 0.288
H 6.0848 1.4282 6.4004 1.493 -1.597 -1.331 0.227
H 9.0420 0.9243 5.3457 -2.221 1.449 -0.256 0.336
H 7.8780 1.2166 3.8924 0.344 0.776 2.277 0.104
H 8.1776 3.5250 3.4264 -1.737 0.344 1.608 0.278
H 7.4019 4.8266 4.5549 0.116 -2.604 0.238 0.307
H 5.6783 4.0370 2.8581 0.458 -1.582 1.883 0.288
H 6.0549 2.2001 3.2132 -0.249 2.022 0.859 -0.309
H 2.9867 2.1000 4.9155 1.953 0.238 -1.743 0.277
H 4.3001 1.1320 3.9424 -0.547 2.099 0.202 -0.015
H 2.7988 3.9270 3.0695 0.688 -2.337 -0.591 0.230
H 3.8603 2.9673 1.8467 -1.050 -0.533 1.744 -0.108
H 1.5325 0.0441 2.3799 1.321 1.170 -1.066 0.377
H 3.3518 0.4226 2.0262 -1.879 0.814 -0.147 -0.089
H 2.2388 2.1879 -0.0585 0.185 0.434 0.175 0.094
H -0.1237 0.7851 1.1508 0.244 0.831 -0.827 0.249
H 0.1369 2.3072 0.4501 0.165 -1.232 0.223 0.282
H 0.1468 -0.9556 -0.5420 2.406 -0.055 0.817 0.205
H 1.1840 -1.5152 0.9180 0.397 1.227 -2.108 0.187
H 3.2029 -2.1075 -1.0599 -2.242 0.616 -0.296 0.235
H 1.7173 -3.1395 -0.6645 0.694 2.139 -0.840 0.344
H 0.3332 -1.7098 -2.6265 2.498 -0.738 -0.391 0.145
H 1.2562 -3.3200 -2.9436 0.539 2.358 0.711 0.398
H 2.2446 -2.2346 -4.7855 0.125 1.403 1.994 0.014
H 2.0205 -0.4743 -4.1673 0.863 -2.322 1.053 -0.008
H 4.2262 -0.5831 -3.5076 -0.189 -1.368 -0.063 0.133
H 4.3671 -2.1388 -4.2701 -0.652 1.274 1.048 0.226
H 2.4118 0.9648 -2.5800 -2.339 0.144 0.881 -0.335
H 0.5230 0.4405 -2.3330 1.778 1.164 0.479 -0.239
H 1.7652 3.1741 -2.9524 -1.716 -0.855 1.472 0.207
H 0.8836 3.3607 -1.3006 -0.022 -1.415 -1.554 0.255
H -0.6228 3.8573 -3.4147 -0.097 -2.072 0.392 0.388
H -0.2898 2.0958 -4.0953 -0.314 1.279 1.755 0.244
H -2.5287 1.7642 -3.1636 1.324 1.030 1.792 0.484
H -1.4977 1.1138 -1.7255 -0.132 2.318 -1.357 -0.090
H -2.1351 2.7572 -0.1658 -0.435 1.222 -2.199 0.063
H -2.0635 4.2591 -1.4473 -0.738 -2.157 0.546 0.322
H -4.4078 2.6526 -2.4619 0.859 0.748 2.076 0.215
H -4.5759 4.1020 -1.2637 0.937 -2.217 -0.116 0.294
H -4.3616 0.9118 -0.5192 -0.833 2.367 0.784 0.188
H -4.3916 2.3707 0.7778 -0.963 -0.917 -1.986 0.242
H -6.7054 3.2145 -0.4205 0.545 -2.422 -0.154 0.229
H -6.7515 1.6251 -1.5099 0.972 0.892 2.255 0.269
H -7.1191 1.9458 1.7575 -0.057 -1.157 -1.849 0.254
H -8.3732 1.3331 0.4578 2.251 0.191 0.541 0.332
H -8.5496 0.1499 2.3570 1.024 -1.779 -1.365 0.280
H -7.6462 -1.5124 2.4885 -0.227 1.758 -1.616 0.015
H -8.6639 -1.2055 0.9282 1.003 1.236 1.694 0.234
H 6.0889 2.3439 0.9374 -0.848 -1.969 -0.438 0.172
H 6.5980 0.7927 -0.0040 -1.672 1.042 1.308 0.372
H 5.4539 0.5503 1.4722 0.179 1.663 -1.694 0.138
H 4.8270 2.5209 -2.6013 -0.530 -0.008 2.164 0.239
H 5.3495 3.4918 -1.0442 -1.562 -1.680 -1.009 0.292
H 3.5306 3.3739 -1.5132 1.984 -1.726 0.147 0.144
C -8.3043 -3.1163 5.7180 -0.056 -0.126 -0.109 -0.918
C -8.9788 -1.8046 6.0871 0.061 -0.067 -0.098 -0.337
O -10.0472 -1.4511 5.2145 -0.078 0.102 -0.094 -0.413
C -11.1376 -2.3655 5.1379 0.081 0.082 0.116 -0.326
C -11.8319 -2.5915 6.4711 -0.027 0.019 0.147 -1.021
H -7.9289 -3.0785 4.6894 -0.013 0.031 0.172 0.173
H -7.4654 -3.3165 6.3911 -0.081 0.056 -0.087 0.389
H -8.9940 -3.9620 5.7830 0.070 0.039 0.077 0.259
H -8.2388 -0.9987 6.0213 -0.295 -0.015 -0.134 0.336
H -9.3258 -1.8183 7.1249 -0.022 -0.086 0.036 0.306
H -10.8065 -3.3126 4.7008 0.009 -0.067 0.064 0.305
H -11.8591 -1.9364 4.4350 0.274 0.116 0.039 0.323
H -11.1625 -3.0367 7.2101 -0.048 -0.060 -0.052 0.262
H -12.6873 -3.2643 6.3466 0.114 0.105 -0.011 0.380
H -12.1904 -1.6418 6.8825 0.024 -0.119 -0.093 0.284
C 4.8367 -4.4856 -7.7755 0.010 0.113 -0.154 -1.105
C 3.7024 -4.9151 -6.8587 -0.010 0.143 -0.029 -0.326
O 2.5086 -4.1607 -7.0418 -0.055 0.034 0.010 -0.348
C 1.9149 -4.2101 -8.3363 0.040 -0.094 0.159 -0.377
C 1.5144 -5.6125 -8.7646 -0.023 -0.155 0.016 -1.037
H 5.0605 -3.4221 -7.6367 -0.024 -0.163 0.035 0.298
H 5.7398 -5.0655 -7.5625 -0.096 0.062 0.014 0.396
H 4.5867 -4.6318 -8.8297 0.052 -0.067 0.063 0.270
H 4.0146 -4.7630 -5.8191 -0.286 0.096 -0.133 0.353
H 3.4947 -5.9845 -6.9631 0.027 -0.047 -0.083 0.303
H 2.5777 -3.7473 -9.0740 0.049 -0.058 -0.065 0.306
H 1.0162 -3.5861 -8.2942 0.210 -0.011 0.233 0.331
H 2.3765 -6.2781 -8.8416 -0.015 0.038 -0.076 0.261
H 1.0233 -5.5869 -9.7435 0.052 0.025 0.138 0.376
H 0.8233 -6.0526 -8.0377 0.067 0.101 -0.102 0.299
```
Forces are in eV/Å.

For the energy above the lowest of the compared OMol25 structures with the same formula, charge and spin, the calculation gives 212.4 kcal/mol. The total charge is -1. The calculation puts the calculated total energy at -60428.509 eV. The HOMO-LUMO gap comes out at 5.9 eV.

---

# 2
Formula: C22H19Cl4N5O4PbS3
Source: OMol25
Level of theory: ωB97M-V/def2-TZVPD

```
58
Properties=species:S:1:pos:R:3:forces:R:3:nbo_charge:R:1
Pb 0.1331 -1.5343 0.9694 -0.192 -0.128 -0.803 1.392
C 0.3838 6.1488 5.6546 -0.010 0.065 -0.374 -0.780
S 1.1152 6.3881 4.0049 -0.125 0.126 0.792 0.155
C 1.0188 4.7122 3.2924 0.689 2.243 -1.112 -0.097
S 0.4279 3.4559 4.0814 -1.170 -2.489 1.659 -0.294
N 1.4644 4.8577 2.0766 0.087 -0.998 -1.933 -0.481
N 1.3724 3.6519 1.3441 0.329 0.344 1.136 -0.207
C 1.6590 3.6779 0.1109 -0.475 1.124 0.174 -0.019
C 1.6446 2.4458 -0.6856 0.298 -0.913 0.303 0.162
C 1.1480 2.3916 -1.9836 -0.057 0.623 0.127 -0.263
C 1.4596 1.3029 -2.8082 0.238 0.789 -1.373 -0.169
C 2.2492 0.2693 -2.3024 -1.081 0.758 0.922 -0.276
C 2.3850 0.3203 -0.8910 1.695 -2.269 -0.776 0.033
N 2.1989 1.3471 -0.1025 -0.664 0.782 -0.406 -0.415
H -0.0975 5.1778 5.6285 -0.352 -0.179 -0.123 0.259
H -0.3339 6.9318 5.8846 -0.088 0.103 -0.160 0.195
H 1.0901 6.0809 6.4635 0.641 0.184 0.189 0.191
H 1.8650 4.6397 -0.3831 0.065 -0.197 -0.079 0.151
H 0.5573 3.2675 -2.3276 0.509 -0.816 -0.025 0.214
H 1.1371 1.4305 -3.8833 0.466 -0.682 1.229 0.221
H 2.6533 -0.5871 -2.8454 -0.435 0.350 0.015 0.232
H 2.8170 -0.6264 -0.4455 -0.417 1.199 -0.173 0.188
Cl 1.0776 -3.1786 -6.0420 -0.551 0.572 0.809 -0.024
C 0.4566 -2.4238 -4.5617 -0.750 1.052 0.008 -0.105
C -0.4271 -1.3246 -4.5357 0.506 -0.709 -1.412 -0.106
Cl -0.9980 -0.7075 -6.0753 0.074 -0.038 0.140 -0.034
C -0.8737 -0.7376 -3.3525 -0.717 0.100 -0.203 -0.160
Cl -1.9671 0.6342 -3.4303 0.262 -0.295 0.132 -0.023
C -0.5215 -1.2165 -2.0991 0.501 -0.213 0.281 0.344
O -0.9056 -0.7016 -0.9692 0.043 -0.004 0.006 -0.843
C 0.4798 -2.2610 -2.0726 -0.723 0.295 -1.610 0.282
O 0.9917 -2.5489 -0.9345 0.456 -0.509 0.841 -0.835
C 0.8645 -2.8620 -3.3140 0.499 0.044 1.788 -0.158
Cl 2.0918 -4.0803 -3.1703 0.175 -0.297 -0.021 -0.032
O 1.3116 -3.5160 1.6251 -0.111 0.074 -0.019 -0.663
N 0.9899 -4.5699 0.9011 -0.385 0.325 -0.271 0.020
C 1.9889 -5.3644 0.4937 -0.195 -0.830 0.046 0.054
C 1.7644 -6.5760 -0.1132 -0.488 1.013 0.360 -0.292
C 0.4417 -6.8681 -0.4175 -0.072 -1.385 -1.508 -0.187
C -0.5716 -6.0183 -0.0983 -0.751 -0.870 0.324 -0.243
C -0.3234 -4.8162 0.5657 0.362 -0.474 0.323 0.031
S -1.6033 -3.8146 0.9920 -0.218 1.064 0.337 -0.275
H 2.9723 -5.0243 0.7118 0.421 0.388 0.355 0.221
H 2.5966 -7.2219 -0.2489 0.396 -0.424 -0.551 0.214
H 0.1692 -7.7189 -1.0795 0.394 0.262 0.920 0.206
H -1.6089 -6.4032 -0.2061 0.801 0.920 -0.254 0.226
C -2.0185 2.6082 0.7425 0.648 -1.326 1.254 -0.422
N -3.1019 2.0843 1.5747 -0.134 0.029 0.585 -0.453
C -4.1115 1.4066 0.7975 -0.186 -0.499 0.131 -0.420
C -3.0366 1.9409 2.9665 1.834 1.313 -3.351 0.533
O -3.7579 1.2362 3.5786 -2.257 -1.708 1.813 -0.633
H -2.4447 3.3324 0.0770 0.054 0.537 -0.525 0.178
H -1.5523 1.7484 0.1524 -0.383 1.187 0.650 0.218
H -1.3017 3.0571 1.4531 0.087 -0.084 -0.727 0.242
H -4.9809 1.1741 1.3878 -0.313 0.100 0.538 0.210
H -3.7540 0.4233 0.4489 0.061 0.406 -0.367 0.204
H -4.4552 2.0476 -0.0319 0.399 -0.325 0.106 0.185
H -2.2294 2.5110 3.4318 0.308 0.290 -0.137 0.145
```
Forces are in eV/Å.

For the energy above the lowest of the compared OMol25 structures with the same formula, charge and spin, the calculation gives 6.4 kcal/mol. The total charge is -2. The calculation puts the calculated total energy at -126606.696 eV. The HOMO-LUMO gap comes out at 6.3 eV.

---

One value per record, in order, for HOMO: -0.1408, -0.0848 hartree.
One value per record, in order, for maximum force: 0.1357, 0.0786 Eh/bohr.
One value per record, in order, for LUMO energy: 2.065, 4.001 eV.